# 1
A structure of composition C23H39HfN2O3P3, computed with ωB97M-V with the def2-TZVPD basis set.

Geometry as XYZ:
```
71
C23H39HfN2O3P3, DFT ωB97M-V with the def2-TZVPD basis set
P 2.7145 -0.8059 0.0027
C 3.5737 -1.0615 1.5951
H 4.5256 -1.5806 1.3979
H 2.9647 -1.6802 2.2651
H 3.7953 -0.1000 2.0768
C 3.2030 -2.4025 -0.7557
H 3.2722 -2.3502 -1.8476
H 2.4605 -3.1649 -0.4735
H 4.1763 -2.6907 -0.3368
C 3.9205 0.4173 -0.6754
H 4.9115 -0.0556 -0.7359
H 3.9735 1.2680 0.0187
H 3.6322 0.7932 -1.6640
P -0.8553 2.7436 -0.4709
C -1.0454 3.6438 1.0859
H -1.4168 4.6484 0.8284
H -0.0772 3.7198 1.5945
H -1.7710 3.1310 1.7283
C 0.2573 3.8739 -1.3584
H 0.2935 3.6564 -2.4302
H 1.2686 3.7940 -0.9396
H -0.1206 4.8920 -1.1980
C -2.5134 3.0171 -1.1778
H -2.6242 4.0951 -1.3666
H -3.2687 2.6874 -0.4506
H -2.6586 2.4644 -2.1127
P -1.9043 -2.1063 0.0747
C -2.7471 -2.6311 1.6064
H -3.4156 -3.4741 1.3639
H -3.3568 -1.8131 2.0097
H -2.0168 -2.9487 2.3607
C -3.4348 -2.0045 -0.9487
H -4.1444 -2.7568 -0.5752
H -3.2509 -2.1698 -2.0157
H -3.8847 -1.0082 -0.8147
C -1.0725 -3.6894 -0.3196
H -1.8317 -4.4794 -0.4082
H -0.3980 -3.9259 0.5188
H -0.4782 -3.6354 -1.2411
Hf 0.0457 -0.1219 -1.0347
C 1.1118 1.3076 0.5340
O 1.7126 2.0466 1.2254
C -1.6852 0.4663 0.4788
O -2.5797 0.8075 1.1736
C -1.3358 -0.1078 -2.8695
C -0.7564 -1.3923 -2.7619
C 0.6540 -1.5317 -2.7115
C 1.4825 -0.3864 -2.8227
C 0.9019 0.8998 -2.8932
C -0.5109 1.0412 -2.9244
H -2.4179 0.0045 -2.9715
H -1.3921 -2.2780 -2.7742
H 1.1046 -2.5265 -2.6478
H 2.5628 -0.4955 -2.9003
H 1.5200 1.7880 -3.0205
H -0.9398 2.0166 -3.1335
N -0.5858 -2.2954 7.5107
C 0.5292 -1.8101 6.8771
O 1.6540 -1.8808 7.3607
C 0.2860 -1.2216 5.5207
C -0.9548 -1.2325 4.8649
C -1.0582 -0.6257 3.6023
N -0.0148 -0.1036 2.9591
C 1.1627 -0.0693 3.5813
C 1.3717 -0.6398 4.8442
H -0.4631 -2.6229 8.4526
H -1.5154 -2.0952 7.1981
H -1.8552 -1.6878 5.2752
H -2.0239 -0.5670 3.0957
H 1.9800 0.4273 3.0600
H 2.3669 -0.6089 5.2692
```

## Properties
Frontier orbital gap   2.8 eV
Lowest unoccupied orbital energy   -15.47 eV
HOMO level   -18.25 eV
Total charge   +4
Molar mass   662.99 g mol⁻¹
Total energy   -2305.5078 hartree

# 2
A cluster of 12 separate species, H24O12 in total, computed with ωB97M-V with the def2-TZVPD basis set.

Geometry as XYZ:
```
36
H24O12, DFT ωB97M-V with the def2-TZVPD basis set
O -1.1877 -0.6457 -0.5148
H -0.9263 -0.3922 0.3994
H -0.4959 -0.3583 -1.0150
O -5.1473 -2.8963 -0.8406
H -5.6221 -3.0675 -0.0169
H -4.4497 -3.5443 -0.8390
O 2.8507 1.9845 -0.4888
H 2.5520 2.7030 0.0335
H 2.1870 2.0135 -1.1983
O 2.2850 0.9826 3.3957
H 2.6094 1.1359 2.5824
H 1.4370 1.4352 3.3626
O 2.8842 -1.5749 -0.4116
H 3.4159 -2.1731 -0.8193
H 3.3740 -1.2427 0.3386
O -1.8323 -0.3790 3.5143
H -1.5329 -0.3353 4.3870
H -2.2232 0.4702 3.2463
O -2.4480 3.4616 -2.8096
H -3.3014 3.1952 -2.5738
H -1.8750 2.7674 -2.4836
O 4.3732 0.2906 -1.1342
H 5.2135 0.1518 -1.6625
H 3.6790 -0.0957 -1.6490
O 1.6328 -2.6539 -2.1681
H 0.9724 -2.7134 -1.4392
H 1.9524 -1.7681 -2.2698
O -3.5374 3.3340 0.2733
H -3.8432 4.1837 -0.1257
H -3.1916 2.8692 -0.5075
O 0.4551 1.1675 0.8637
H 0.8419 0.6870 0.0703
H 1.2902 1.3918 1.2894
O -1.0054 -3.2239 0.6495
H -0.5160 -2.9850 -0.1160
H -0.8700 -4.1757 0.6774
```

## Properties
Frontier orbital gap   10.6 eV
Lowest unoccupied orbital energy   -0.31 eV
HOMO level   -10.94 eV
SMILES string   O.O.O.O.O.O.O.O.O.O.O.O
Molar mass   216.18 g mol⁻¹
ΔE to the lowest compared entry with this formula, charge and spin   456.59 kJ/mol
Total energy   -917.1515 hartree

# 3
A structure of composition C43H35HgIN9Te, computed with ωB97M-V with the def2-TZVPD basis set.

Geometry as XYZ:
```
90
C43H35HgIN9Te, DFT ωB97M-V with the def2-TZVPD basis set
Hg 0.3317 0.4713 0.4801
C -0.4627 1.6005 -5.0425
C -1.4394 1.1765 -4.1514
C -1.0920 0.4317 -3.0307
C 0.2377 0.0830 -2.7604
C 1.2102 0.5188 -3.6726
C 0.8642 1.2636 -4.7907
N 0.5437 -0.5494 -1.5555
C 1.3351 -1.6758 -1.5089
C 1.7121 -2.4333 -2.6373
C 2.4582 -3.5978 -2.5300
C 2.8677 -4.0731 -1.2866
C 2.5005 -3.3755 -0.1515
C 1.7392 -2.2013 -0.2331
N 1.3175 -1.5134 0.8792
N 1.6883 -1.9379 2.0712
C 1.1612 -1.2374 3.1117
C 1.6294 -1.5620 4.4133
C 1.1241 -0.9080 5.4996
C 0.1366 0.0807 5.3219
C -0.2677 0.3415 4.0355
N 0.2134 -0.2814 2.9515
H -0.7254 2.1819 -5.9176
H -2.4818 1.4120 -4.3379
H -1.8571 0.0913 -2.3429
H 2.2512 0.2910 -3.4743
H 1.6421 1.5962 -5.4691
H 1.3853 -2.1047 -3.6136
H 2.7178 -4.1482 -3.4277
H 3.4567 -4.9799 -1.2129
H 2.7723 -3.7195 0.8372
H 2.3848 -2.3317 4.5013
H 1.4744 -1.1533 6.4955
H -0.2972 0.6134 6.1582
H -1.0403 1.0873 3.8491
C -4.2252 1.4874 0.4434
C -4.3158 2.6537 1.1737
C -3.1550 3.2493 1.6417
C -1.9272 2.6629 1.3711
N -1.8500 1.5571 0.6362
C -2.9623 0.9780 0.1939
C -0.6459 3.2266 1.9310
C -0.6349 4.3905 2.6838
C 0.5662 4.8374 3.2030
C 1.7127 4.1077 2.9780
C 1.6286 2.9422 2.2249
N 0.4673 2.5469 1.7074
C 2.8422 2.0925 1.9736
C 3.9727 2.1882 2.7751
C 5.0588 1.3731 2.4986
C 4.9905 0.4953 1.4309
C 3.8211 0.4610 0.6877
N 2.7778 1.2368 0.9586
H -5.1044 0.9749 0.0770
H -5.2801 3.0978 1.3880
H -3.2181 4.1586 2.2194
H -2.8292 0.0679 -0.3755
H -1.5409 4.9482 2.8684
H 0.6056 5.7511 3.7821
H 2.6595 4.4499 3.3700
H 4.0060 2.8621 3.6202
H 5.9427 1.4172 3.1211
H 5.8094 -0.1669 1.1884
H 3.7021 -0.2282 -0.1436
C -3.9863 -3.2126 0.8943
Te -2.0385 -2.5203 1.4945
C -1.3922 -3.2498 -0.4094
C -2.5541 -3.9944 -1.0164
C -2.3875 -4.6988 -2.2102
C -3.4513 -5.3753 -2.7845
C -4.6993 -5.3528 -2.1699
C -4.8706 -4.6547 -0.9864
C -3.8033 -3.9726 -0.3993
H -4.6566 -2.3616 0.7597
H -4.4091 -3.8482 1.6714
H -0.5218 -3.8895 -0.2744
H -1.0898 -2.4056 -1.0292
H -1.4109 -4.7095 -2.6833
H -3.3086 -5.9239 -3.7079
H -5.5345 -5.8837 -2.6113
H -5.8430 -4.6396 -0.5040
I 3.3582 4.4885 -4.4147
C 1.9671 3.7871 -3.0682
C 0.6095 3.9687 -3.1122
N 0.1182 3.2996 -2.0483
N 1.0655 2.6810 -1.3277
C 2.1996 2.9738 -1.9416
H -0.0184 4.4854 -3.8198
H -0.8465 3.1506 -1.8106
H 3.1382 2.5812 -1.5771
```

## Properties
Frontier orbital gap (alpha / beta)   4.6 / 5.5 eV
Multiplicity   2
Lowest unoccupied orbital energy (alpha / beta)   -0.67 / -0.67 eV
HOMO level (alpha / beta)   -5.27 / -6.16 eV
Molar mass   1132.91 g mol⁻¹
ΔE to the lowest compared entry with this formula, charge and spin   0.00 kJ/mol
Total energy   -2871.4868 hartree

# 4
An isolated molecule of C2H3NO2, computed with ωB97M-V with the def2-TZVPD basis set.

Geometry as XYZ:
```
8
C2H3NO2, DFT ωB97M-V with the def2-TZVPD basis set
O -1.4764 -1.2397 0.1981
C -1.3760 0.0150 -0.1236
C -0.0411 0.5932 0.0370
N 1.2791 0.3158 0.2691
O 1.6091 -1.0389 -0.0635
H -2.2435 0.6235 -0.1378
H -0.3096 1.6516 0.0101
H 2.5585 -0.9204 -0.1894
```

## Properties
Frontier orbital gap   9.1 eV
Lowest unoccupied orbital energy   -1.15 eV
HOMO level   -10.30 eV
SMILES string   O=C/C=N\O
Molar mass   73.05 g mol⁻¹
ΔE to the lowest compared entry with this formula, charge and spin   407.49 kJ/mol
Total energy   -283.1028 hartree

# 5
A structure of composition C13H19ClOSiYb, computed with ωB97M-V with the def2-TZVPD basis set.

Geometry as XYZ:
```
36
C13H19ClOSiYb, DFT ωB97M-V with the def2-TZVPD basis set
C 0.9109 -2.2711 -0.1324
C 1.0013 -1.9964 -1.5298
C -0.3070 -1.7841 -2.0397
H 1.9010 -2.0327 -2.1483
C -1.2223 -1.8697 -0.9472
C -0.4793 -2.3023 0.2000
H -0.8940 -2.7417 1.1170
H 1.7664 -2.4814 0.5180
H -0.5575 -1.7023 -3.0994
H -2.2985 -1.7091 -1.0111
Yb 0.1227 0.3486 -0.4861
Cl 0.7735 2.6590 -0.8558
C 0.1449 2.4895 -3.8386
C -1.0779 1.8903 -4.2379
C -0.7680 0.6863 -4.9313
H -2.0666 2.3028 -4.0786
C 0.6534 0.5498 -4.9636
C 1.2166 1.6608 -4.2825
H 2.2710 1.8678 -4.1492
H 0.2415 3.4239 -3.2971
H -1.4830 0.0031 -5.3810
H 1.2017 -0.2502 -5.4520
C 1.1544 -1.0457 3.8442
Si -0.0394 0.3284 3.2211
C -1.6115 -0.2418 4.1326
C 0.2395 1.9449 4.2050
O -0.0470 0.6071 1.6422
H 1.1814 -1.2324 4.9335
H 2.1968 -0.8587 3.5291
H 0.8625 -2.0085 3.3914
H -1.4672 -0.2143 5.2142
H -2.4632 0.3923 3.8622
H -1.8888 -1.2634 3.8660
H 1.1916 2.4331 3.9462
H -0.5522 2.6613 3.9510
H 0.1923 1.7568 5.2880
```

## Properties
Frontier orbital gap (alpha / beta)   5.1 / 4.2 eV
Multiplicity   2
Lowest unoccupied orbital energy (alpha / beta)   2.19 / 1.30 eV
HOMO level (alpha / beta)   -2.94 / -2.94 eV
Total charge   -1
Molar mass   427.87 g mol⁻¹
ΔE to the lowest compared entry with this formula, charge and spin   13.36 kJ/mol
Total energy   -2490.5095 hartree

# 6
A structure of composition C15H14AlCl2F4N2O2P2S, computed with ωB97M-V with the def2-TZVPD basis set.

Geometry as XYZ:
```
43
C15H14AlCl2F4N2O2P2S, DFT ωB97M-V with the def2-TZVPD basis set
O 1.2584 -4.3670 0.2927
P 1.0338 -3.6579 -1.1572
Cl -1.0239 -3.3300 -1.0879
C 1.8491 -2.0407 -0.8023
C 3.0288 -2.2298 -0.1291
C 3.8454 -1.1351 0.1864
N 4.9879 -1.1706 0.9033
S 5.4484 0.3543 1.0033
N 4.3278 1.0927 0.1860
C 3.4596 0.1636 -0.2269
C 2.2441 0.3733 -0.9400
P 1.6494 2.0638 -1.4519
O 1.0593 2.6057 -0.0336
Cl 3.3526 3.1876 -1.6827
C 1.4431 -0.7140 -1.2133
C 0.1571 -0.4939 -1.9677
C -0.9915 -0.1063 -1.0257
C -2.3557 -0.1818 -1.7195
C -3.4847 -0.0880 -0.7372
C -4.0756 -1.2303 -0.2119
C -5.1261 -1.1511 0.6856
C -5.5892 0.0897 1.0920
C -5.0094 1.2345 0.5767
C -3.9690 1.1492 -0.3325
H 1.3258 -3.6981 0.9893
H 3.3452 -3.2145 0.1821
H 1.7518 2.7789 0.6396
H 0.3013 0.3637 -2.6225
H -0.1182 -1.3435 -2.5850
H -0.8165 0.8872 -0.6166
H -1.0036 -0.8007 -0.1857
H -2.3986 -1.1146 -2.2789
H -2.4261 0.6556 -2.4155
H -3.7122 -2.1986 -0.5312
H -5.5570 -2.0664 1.0640
H -6.4106 0.1605 1.7898
H -5.3676 2.2036 0.8937
H -3.5260 2.0467 -0.7426
F 4.8912 3.6765 2.8117
Al 3.4149 2.9971 3.2608
F 2.2453 3.3782 2.0848
F 2.9502 3.5598 4.7751
F 3.5916 1.3107 3.2808
```

## Properties
Frontier orbital gap   8.0 eV
Lowest unoccupied orbital energy   1.55 eV
HOMO level   -6.50 eV
Total charge   -1
Molar mass   522.18 g mol⁻¹
Total energy   -3483.7078 hartree

> Which of these has the highest molar mass?

C43H35HgIN9Te

> What is the formula in the second record?

H24O12